A cluster of 5 separate species, CH13NO4 in total. Source: the Open Molecules 2025 dataset; level of theory: ωB97M-V/def2-TZVPD.

SMILES	CN.O.O.O.O
relative energy (zero: lowest compared OMol25 entry of this formula, charge and spin)	15.6	kcal per mole
HOMO	-10.19	eV
HOMO-LUMO gap	0.3891	Eh
spin multiplicity	1
net charge	0
lowest unoccupied orbital energy	0.39	eV
energy	-401.59565	Eh

```
19
Properties=species:S:1:pos:R:3:forces:R:3
C 1.437 0.390 2.777 -0.6 0.5 -0.9
N 1.249 -0.067 1.380 -0.6 0.7 0.9
H 2.267 1.072 2.724 0.7 0.0 0.6
H 1.475 -0.340 3.589 0.5 -0.3 -0.4
H 0.604 1.036 3.032 -0.4 0.1 0.1
H 2.115 -0.299 0.920 -0.1 -0.5 0.1
H 0.543 -0.783 1.332 0.3 -0.4 -0.4
H 0.128 1.592 0.635 -0.1 0.1 -0.4
H -1.308 2.118 0.688 0.0 0.2 0.0
O -0.488 2.222 0.190 0.1 -0.5 0.6
H -1.025 2.178 -2.865 0.0 0.2 -0.1
H -0.975 1.589 -1.450 0.2 0.3 -0.2
O -1.032 1.347 -2.393 -0.1 -0.4 0.3
H -2.209 -2.617 -1.226 -0.3 -0.2 0.2
H -1.324 -3.210 -2.223 0.7 -0.1 -0.5
O -2.053 -3.462 -1.664 -0.4 0.3 0.3
H -0.531 -0.711 -1.736 -0.1 -0.2 -0.4
H 0.935 -0.714 -1.830 -0.1 -0.5 -0.2
O 0.192 -1.341 -1.878 0.2 0.7 0.5
```
Positions in Å, forces in eV/Å.



A cluster of 6 separate species, CH13O5S in total. Source: the Open Molecules 2025 dataset; level of theory: ωB97M-V/def2-TZVPD.

relative energy (zero: lowest compared OMol25 entry of this formula, charge and spin)	18.7	kcal per mole
HOMO	-3.94	eV
HOMO-LUMO gap	0.2728	Eh
spin multiplicity	1
net charge	-1
lowest unoccupied orbital energy	3.48	eV
energy	-820.34064	Eh

```
20
Properties=species:S:1:pos:R:3:forces:R:3
C 2.231 1.586 0.924 2.3 -1.0 -1.0
S 0.597 0.929 1.123 -1.0 0.0 0.1
H 2.580 1.613 -0.134 -0.6 0.5 0.3
H 2.925 0.806 1.283 0.0 0.3 0.3
H 2.582 2.504 1.409 -0.7 0.1 0.0
H 0.896 -1.130 0.745 -0.2 -1.0 0.3
H 1.320 -2.395 1.583 0.0 0.2 0.0
O 0.885 -2.156 0.759 0.3 0.8 -0.3
H 1.797 -2.595 -1.238 -0.4 0.1 0.0
H 0.862 -1.864 -2.197 -0.1 0.0 0.2
O 1.499 -2.582 -2.161 0.4 -0.1 -0.1
H -0.576 0.726 -0.908 0.1 0.0 0.1
H 0.134 0.626 -2.214 -0.1 0.0 -0.2
O -0.761 0.570 -1.862 0.3 0.0 0.2
H -2.598 0.421 -1.876 -0.2 -0.1 -0.3
H -3.581 0.408 -0.752 -0.3 0.0 0.0
O -3.550 0.289 -1.707 0.3 0.1 0.2
H -2.756 0.391 3.053 0.4 -0.4 -0.1
H -1.886 0.800 1.785 0.3 -0.2 0.5
O -2.600 1.053 2.384 -0.7 0.7 -0.3
```
Positions in Å, forces in eV/Å.



A structure of composition CH13O6Pd. Source: the Open Molecules 2025 dataset; level of theory: ωB97M-V/def2-TZVPD.

relative energy (zero: lowest compared OMol25 entry of this formula, charge and spin)	52.8	kcal per mole
HOMO (alpha / beta)	-14.48 / -14.48	eV
HOMO-LUMO gap (alpha / beta)	0.3468 / 0.2498	Eh
spin multiplicity	3
net charge	+1
lowest unoccupied orbital energy (alpha / beta)	-5.05 / -7.69	eV
energy	-624.81430	Eh

```
21
Properties=species:S:1:pos:R:3:forces:R:3
Pd 1.068 -1.756 1.706 -0.1 0.4 -0.3
C -0.472 -0.485 -0.868 0.8 -0.9 -0.7
O 0.236 -0.306 0.299 -0.3 0.0 0.9
H -1.545 -0.284 -0.791 0.1 0.3 0.5
H -0.047 0.218 -1.603 -0.3 0.0 0.0
H -0.390 -1.517 -1.216 0.0 0.1 -0.1
O -0.147 1.996 2.304 0.0 -0.4 -0.3
H -0.970 2.481 2.437 0.1 0.0 0.2
H -0.284 1.487 1.493 0.0 0.2 -0.1
O 3.236 0.493 -0.432 -0.3 -0.3 0.1
H 2.714 0.881 0.279 0.1 0.2 -0.1
H 2.754 0.689 -1.242 0.2 0.1 0.0
O 0.282 -3.001 -3.617 0.0 0.0 0.1
H 0.139 -2.612 -4.487 0.0 0.0 0.0
H 0.043 -2.321 -2.984 0.0 0.1 -0.2
O -3.746 1.279 -0.662 0.0 0.0 0.1
H -3.031 0.797 -1.084 -0.1 0.2 -0.1
H -3.385 1.637 0.155 -0.1 0.0 0.0
O 1.264 -0.189 3.197 -0.2 0.5 -0.2
H 1.500 -0.134 4.131 0.1 -0.3 -0.1
H 0.779 0.645 2.984 0.0 -0.1 0.2
```
Positions in Å, forces in eV/Å.



A cluster of 5 separate species, CH14N2O4 in total. Source: the Open Molecules 2025 dataset; level of theory: ωB97M-V/def2-TZVPD.

SMILES	NCN.O.O.O.O
relative energy (zero: lowest compared OMol25 entry of this formula, charge and spin)	27.7	kcal per mole
HOMO	-9.13	eV
HOMO-LUMO gap	0.3481	Eh
spin multiplicity	1
net charge	0
lowest unoccupied orbital energy	0.34	eV
energy	-456.93551	Eh

```
21
Properties=species:S:1:pos:R:3:forces:R:3
N 1.827 -0.476 -0.943 -0.1 -0.4 -0.1
C 1.843 -0.226 -2.373 -0.2 -0.6 0.3
N 0.858 0.700 -2.941 -0.1 0.1 0.5
H 0.971 -0.890 -0.584 0.2 0.3 -0.1
H 2.138 0.281 -0.357 -0.1 0.2 0.0
H 1.679 -1.197 -2.851 0.2 0.2 -0.1
H 2.844 0.115 -2.625 0.0 0.1 -0.1
H 0.805 1.493 -2.310 0.1 0.3 -0.1
H -0.061 0.269 -2.880 0.0 -0.1 -0.2
H -3.075 -0.225 5.491 -0.3 0.2 -0.1
H -2.994 -1.547 6.183 -0.4 0.0 0.1
O -3.591 -0.792 6.078 0.7 -0.2 -0.1
H 0.512 1.855 -5.927 0.1 -0.4 -0.2
H 1.975 1.686 -6.261 -0.3 -0.3 -0.1
O 1.103 1.328 -6.489 0.1 0.6 0.3
H -0.846 -0.773 6.199 0.1 0.0 0.1
H 0.067 -1.654 5.346 0.0 0.1 0.0
O -0.126 -0.733 5.563 -0.1 -0.1 -0.1
H -1.283 0.889 0.738 0.0 0.1 -0.1
H -1.129 0.463 -0.740 0.0 0.2 0.0
O -1.328 0.137 0.141 -0.1 -0.3 0.1
```
Positions in Å, forces in eV/Å.



A cluster of 5 separate species, CH14N2O4 in total. Source: the Open Molecules 2025 dataset; level of theory: ωB97M-V/def2-TZVPD.

SMILES	NCN.O.O.O.O
relative energy (zero: lowest compared OMol25 entry of this formula, charge and spin)	16.0	kcal per mole
HOMO	-8.85	eV
HOMO-LUMO gap	0.3369	Eh
spin multiplicity	1
net charge	0
lowest unoccupied orbital energy	0.32	eV
energy	-456.95416	Eh

```
21
Properties=species:S:1:pos:R:3:forces:R:3
N 3.117 -1.071 -0.595 -0.1 -0.6 -0.9
C 2.234 -0.718 -1.708 1.0 0.6 0.6
N 0.853 -0.394 -1.416 -0.3 0.7 0.0
H 2.938 -2.018 -0.319 0.0 -0.2 0.6
H 3.153 -0.428 0.178 -0.3 0.0 0.1
H 2.300 -1.501 -2.458 -0.1 -0.3 0.1
H 2.738 0.150 -2.139 -0.6 0.2 -0.3
H 0.802 0.523 -0.978 -0.1 -0.1 0.0
H 0.422 -1.029 -0.757 0.2 -0.3 0.1
H -3.424 -0.143 1.261 -0.3 -0.4 -0.3
H -3.701 -0.045 2.796 -0.4 -0.4 0.1
O -3.193 0.304 2.069 0.5 0.8 0.1
H -1.167 -1.449 -3.786 0.4 0.2 0.2
H -0.908 -0.648 -2.439 0.7 -0.1 -0.5
O -1.566 -1.090 -2.993 -1.0 -0.1 0.2
H -1.547 0.550 2.721 0.3 -0.3 0.3
H -0.784 0.307 4.039 -0.1 -0.2 0.9
O -0.657 0.539 3.133 -0.1 0.4 -1.1
H -0.425 1.946 1.525 -0.1 -0.3 0.6
H 0.524 3.009 1.004 -0.1 -0.2 -0.1
O 0.136 2.153 0.784 0.4 0.5 -0.6
```
Positions in Å, forces in eV/Å.



A cluster of 5 separate species, CH14N2O4 in total. Source: the Open Molecules 2025 dataset; level of theory: ωB97M-V/def2-TZVPD.

SMILES	NCN.O.O.O.O
relative energy (zero: lowest compared OMol25 entry of this formula, charge and spin)	30.9	kcal per mole
HOMO	-9.41	eV
HOMO-LUMO gap	0.3645	Eh
spin multiplicity	1
net charge	0
lowest unoccupied orbital energy	0.51	eV
energy	-456.93050	Eh

```
21
Properties=species:S:1:pos:R:3:forces:R:3
N -2.595 0.568 0.146 1.1 -0.3 -1.2
C -2.021 -0.024 -1.157 1.1 5.6 1.7
N -0.843 -0.788 -1.055 1.3 -2.6 1.4
H -2.656 -0.184 0.802 -0.5 -0.8 0.4
H -1.889 1.167 0.628 -0.5 -0.3 -1.1
H -2.678 -0.523 -1.770 -2.1 -1.3 -0.7
H -1.787 0.900 -1.783 -0.3 -0.8 0.8
H -0.307 -0.725 -0.160 -0.7 0.7 -0.9
H -1.192 -1.743 -0.957 0.6 -0.2 -0.4
H 3.500 -1.639 -0.532 3.3 -0.8 -0.3
H 2.503 -0.597 -0.981 -0.1 1.2 -0.7
O 2.629 -1.394 -0.494 -3.3 -0.3 1.0
H 0.869 1.605 -2.473 -0.2 0.8 -0.8
H 0.591 0.329 -1.765 -0.8 -1.0 0.1
O 1.195 1.063 -1.776 1.1 0.0 0.7
H 1.855 -2.096 1.134 -0.8 -0.7 0.6
H 2.184 -2.472 2.574 -2.0 -0.5 -1.3
O 1.436 -2.599 1.892 2.7 1.3 0.6
H 0.380 2.589 2.375 -0.8 0.7 0.2
H -0.856 3.292 3.081 0.5 -0.2 -0.4
O -0.318 3.272 2.271 0.3 -0.5 0.2
```
Positions in Å, forces in eV/Å.



> Which value of energy does entry 6 give?

-456.93050 Eh